No. 1
Computed, not measured: 6 unconnected molecules or ions with the total composition C19H36Br10F5N2O, with ωB97M-V with the def2-TZVPD basis set.

Structure (ORCA input):
```
! RIJCOSX wB97M-V def2-TZVPD def2/J DEFGRID3
* xyz 1 1
C -1.3946 -1.3258 3.2691
N -2.3780 -1.7460 2.1756
C -3.6845 -0.9851 2.4842
C -1.8870 -1.3674 0.7957
O -2.3341 -0.2102 0.2535
C -0.8698 -2.2741 -0.1465
N 0.5867 -2.0713 0.2316
C 1.4753 -1.5939 -0.8942
C 1.9206 -0.0187 -0.8156
C 2.5644 0.4404 0.6352
C 1.5598 1.5289 1.3956
F 1.3897 2.7616 0.5409
F 0.1809 0.9888 1.6174
C 2.1178 1.9869 2.8774
F 1.9979 3.4899 2.9562
F 1.2114 1.4202 3.9374
F 3.4828 1.4980 3.1799
H -0.2897 -1.7049 3.0721
H -1.3646 -0.1367 3.3534
H -1.7118 -1.8293 4.3039
H -3.5035 0.1820 2.5679
H -4.0897 -1.3239 3.5383
H -4.4699 -1.1998 1.6118
H -1.1030 -1.9816 -1.2585
H -1.1133 -3.4314 -0.0399
H 0.9659 -3.0212 0.5272
H 0.5975 -1.4820 1.0923
H 2.4464 -2.2870 -0.9387
H 0.9493 -1.7360 -1.9563
H 2.8038 0.1147 -1.6075
H 1.0774 0.7415 -1.1850
H 2.7985 -0.5014 1.3298
H 3.5867 1.0239 0.4770
Br -6.4726 -1.5019 0.9990
C -6.2533 -2.7011 -0.5242
C -7.1515 -2.2995 -1.6704
Br -8.9982 -2.8364 -1.3426
H -6.4402 -3.7157 -0.1609
H -5.2012 -2.6101 -0.8079
H -6.8630 -2.8206 -2.5875
H -7.1611 -1.2221 -1.8573
Br 6.5056 -0.9284 -1.6455
C 7.0520 0.9343 -1.8411
C 7.3498 1.5609 -0.4993
Br 5.7062 2.0034 0.4542
H 6.2561 1.4442 -2.3914
H 7.9525 0.9024 -2.4606
H 7.8701 2.5144 -0.6255
H 7.9371 0.9158 0.1602
Br -8.4952 1.3431 -3.6752
C -6.7976 1.4449 -4.6313
C -6.7314 0.4203 -5.7392
Br -6.3793 -1.3635 -5.0318
H -6.0047 1.3311 -3.8866
H -6.7625 2.4585 -5.0403
H -5.8932 0.6303 -6.4095
H -7.6523 0.3547 -6.3254
Br 7.1999 2.0190 7.7596
C 5.7455 1.9111 6.4637
C 4.5609 1.1657 7.0318
Br 4.8753 -0.7597 7.0400
H 6.1563 1.4503 5.5608
H 5.4806 2.9497 6.2473
H 3.6782 1.3064 6.4017
H 4.3187 1.4536 8.0586
Br 2.8346 1.6189 -3.6114
C 1.3802 1.5110 -4.9073
C 0.1955 0.7656 -4.3393
Br 0.5100 -1.1597 -4.3310
H 1.7910 1.0502 -5.8102
H 1.1153 2.5496 -5.1237
H -0.6871 0.9063 -4.9693
H -0.0466 1.0536 -3.3124
*
```

## Properties
**E_HOMO**: -11.56 eV
**Kohn-Sham gap**: 8.18 eV

Results of the Mulliken charge analysis, in e, for atoms 1 through 5: -0.668 0.032 -0.150 0.361 -0.528

***

No. 2
Computed, not measured: 4 unconnected molecules or ions with the total composition C19H36BrNO14P3S, with ωB97M-V with the def2-TZVPD basis set.

Structure (ORCA input):
```
! RIJCOSX wB97M-V def2-TZVPD def2/J DEFGRID3
* xyz 1 1
O 7.1732 -0.2176 -0.7140
S 7.6470 1.0655 -1.1525
O 8.0073 1.8977 -0.0333
C 6.3934 1.9727 -2.1123
C 5.0813 1.2283 -2.2764
C 4.8801 0.1326 -3.1919
C 3.6624 -0.4880 -3.3323
C 2.5124 -0.0791 -2.5843
C 1.2200 -0.6941 -2.7447
C 0.2051 -0.1905 -1.9765
N 0.4119 0.8280 -1.0726
Br -1.0435 1.4394 -0.0868
C 1.5942 1.3980 -0.9118
C 2.7271 0.9923 -1.6544
C 4.0005 1.6256 -1.5188
H 8.7728 0.9985 -1.9430
H 6.2343 2.9318 -1.5889
H 6.8271 2.2261 -3.1014
H 5.7022 -0.2311 -3.8178
H 3.5231 -1.3241 -4.0286
H 1.0475 -1.5039 -3.4600
H -0.8029 -0.6048 -2.0858
H 1.7304 2.2116 -0.1892
H 4.0783 2.4463 -0.7970
C 1.8278 -6.9972 -7.8238
O 1.8201 -6.8388 -6.3942
P 1.5275 -5.2828 -5.8488
O 2.9172 -4.7398 -6.0246
O 1.2599 -5.7549 -4.3240
C 1.3562 -7.1052 -3.8769
O 0.7704 -3.8264 -5.4771
C 0.2519 -3.1174 -6.6137
H 2.0123 -8.0450 -8.0478
H 0.8619 -6.7121 -8.2424
H 2.6178 -6.3901 -8.2680
H 2.3892 -7.4497 -3.9211
H 0.7093 -7.7588 -4.4582
H 1.0265 -7.1344 -2.8395
H -0.5116 -3.7111 -7.1187
H 1.0571 -2.8837 -7.3148
H -0.1988 -2.1900 -6.2651
C -0.3725 2.9560 5.5363
O -0.9312 3.5179 4.3365
P -1.7251 4.9881 4.5452
O -3.0245 4.4368 5.0498
O -1.7656 5.2759 2.9437
C -1.2638 4.3930 1.9622
O -2.0528 6.6125 4.7708
C -1.6772 7.1455 6.0525
H 0.1230 2.0229 5.2768
H 0.3621 3.6369 5.9681
H -1.1609 2.7536 6.2629
H -1.8651 3.4803 1.9279
H -0.2156 4.1555 2.1458
H -1.3360 4.8892 0.9937
H -0.6000 7.0578 6.2020
H -2.2044 6.6189 6.8514
H -1.9510 8.1972 6.0770
C -5.3048 -0.4865 1.9685
O -5.3292 0.4329 3.0648
P -5.7767 -0.2425 4.5465
O -7.2600 -0.2347 4.3207
O -5.2741 1.0348 5.3964
C -4.7175 2.2228 4.8255
O -5.7656 -1.1353 5.9702
C -5.6675 -2.5555 5.8016
H -4.9921 0.0546 1.0763
H -4.5917 -1.2916 2.1614
H -6.2984 -0.9065 1.8021
H -5.4746 2.7625 4.2561
H -3.8584 1.9900 4.1991
H -4.3817 2.8576 5.6352
H -4.7325 -2.8183 5.3020
H -6.5136 -2.9282 5.2185
H -5.6816 -3.0180 6.7858
*
```

## Properties
**ΔE to the lowest compared entry with this formula, charge and spin**: 4.818 eV
**E_HOMO**: -10.72 eV
**Kohn-Sham gap**: 6.09 eV

Results of the Mulliken charge analysis, in e, for atoms 1 through 5: -0.545 0.920 -0.600 -1.209 0.652

***

No. 3
Computed, not measured: 14 unconnected molecules or ions with the total composition C19H36Cl26FN4O4P, with ωB97M-V with the def2-TZVPD basis set.

Structure (ORCA input):
```
! RIJCOSX wB97M-V def2-TZVPD def2/J DEFGRID3
* xyz 0 1
C -2.4847 -0.6787 5.4212
C -2.5719 -1.9124 4.5699
N -2.9660 -2.9923 5.0539
C -2.1469 -1.8824 3.0934
O -2.2897 -0.5303 2.5953
C -1.2750 -0.1727 1.7904
O -0.9536 -0.8620 0.9046
N -0.6374 1.0965 2.0008
P -1.7572 2.4216 2.3894
N -0.9214 3.7504 2.3731
C 0.3371 1.0544 3.0758
O 0.0903 1.5905 4.0599
N 1.5642 0.4280 2.8517
C 1.8934 -0.5273 3.7979
O 1.6465 -0.5333 4.9064
F 2.6424 -1.4960 3.2952
H -1.7497 -0.9035 6.1962
H -3.4299 -0.4844 5.9204
H -2.1308 0.1807 4.8638
H -2.9295 -3.6872 4.3024
H -1.1006 -2.1888 3.0455
H -2.7677 -2.5803 2.5375
H -2.8203 2.4754 1.4666
H -2.3207 2.2421 3.6676
H -1.3172 4.3667 1.6688
H 1.6665 0.0623 1.9045
C 1.1013 -2.6679 -0.9283
Cl 2.1736 -2.2068 0.3953
Cl 1.3203 -4.3677 -1.3611
H 0.0752 -2.5187 -0.6204
H 1.3237 -2.0525 -1.7936
C 2.4448 -1.4058 -5.1045
Cl 1.3338 -0.7498 -3.8968
Cl 2.8118 -3.1059 -4.7837
H 1.9856 -1.3249 -6.0833
H 3.3672 -0.8370 -5.0772
C 4.8773 -3.8814 -7.8717
Cl 4.5263 -2.4115 -8.7907
Cl 4.3944 -5.3334 -8.7537
H 5.9431 -3.9276 -7.6788
H 4.3283 -3.8448 -6.9388
C 3.7718 -8.7565 -6.7572
Cl 3.7269 -7.3336 -5.7117
Cl 5.0758 -9.8592 -6.3038
H 2.8264 -9.2802 -6.6731
H 3.9294 -8.4307 -7.7796
C -5.5250 4.4487 1.0457
Cl -4.4777 4.8911 2.3990
Cl -5.2892 2.7608 0.6107
H -6.5601 4.5949 1.3336
H -5.2840 5.0750 0.1934
C -2.3823 6.7225 -0.4739
Cl -1.3605 7.1811 0.8916
Cl -2.1286 5.0337 -0.9378
H -3.4211 6.8572 -0.1927
H -2.1419 7.3562 -1.3222
C -3.2557 -0.7326 -2.2856
Cl -3.3385 0.6794 -1.2374
Cl -1.9476 -1.8154 -1.8065
H -4.1953 -1.2699 -2.2217
H -3.0841 -0.4052 -3.3050
C -1.7482 -6.7995 -1.1558
Cl -2.1700 -6.3012 0.4872
Cl -3.1578 -6.7508 -2.2236
H -0.9903 -6.1276 -1.5447
H -1.3656 -7.8136 -1.1269
C 0.7528 7.1863 -2.3704
Cl 0.4240 8.6826 -3.2525
Cl 0.3033 5.7600 -3.3194
H 1.8085 7.1369 -2.1466
H 0.1795 7.1888 -1.4525
C -5.5851 -8.8676 -0.3445
Cl -6.6830 -8.2059 0.8724
Cl -5.2203 -10.5700 -0.0341
H -6.0517 -8.7827 -1.3193
H -4.6607 -8.3031 -0.3245
C 3.4446 9.3747 -0.2173
Cl 3.3468 10.0568 -1.8466
Cl 2.0319 8.3724 0.1493
H 4.3404 8.7590 -0.1460
H 3.4920 10.1865 0.5001
C 1.2359 -3.4144 7.0705
Cl 0.9599 -2.7576 8.6888
Cl -0.2107 -3.2871 6.0652
H 2.0367 -2.8557 6.5984
H 1.5090 -4.4598 7.1597
C 6.8122 9.4498 1.5971
Cl 6.4940 10.9505 0.7192
Cl 6.3330 8.0285 0.6572
H 7.8739 9.3853 1.8051
H 6.2497 9.4598 2.5239
*
```

## Properties
**ΔE to the lowest compared entry with this formula, charge and spin**: 1.499 eV
**E_HOMO**: -8.77 eV
**Kohn-Sham gap**: 8.94 eV

Results of the Mulliken charge analysis, in e, for atoms 1 through 5: -0.622 0.103 -0.621 -0.144 -0.323

***

No. 4
Computed, not measured: 10 unconnected molecules or ions with the total composition C19H36ClO23, with ωB97M-V with the def2-TZVPD basis set.

Structure (ORCA input):
```
! RIJCOSX wB97M-V def2-TZVPD def2/J DEFGRID3
* xyz -1 1
Cl 0.3436 -0.0684 -0.0071
O 0.2292 1.1469 0.7859
O 0.3557 0.2953 -1.4084
O 1.5843 -0.6632 0.3966
O -0.7444 -0.9587 0.3044
C 3.2721 2.9390 3.3519
C 2.1163 1.9638 3.5523
O 2.0815 1.7590 4.9627
C 3.0175 2.5328 5.5754
O 3.1558 2.5822 6.7463
O 3.7788 3.1705 4.6596
H 2.9654 3.8129 2.7912
H 4.0445 2.3581 2.8480
H 2.3039 0.9974 3.0858
H 1.1964 2.3629 3.1249
C -4.1658 -1.2576 1.4298
C -5.7143 -1.1876 1.3212
O -6.1184 -0.8346 2.6466
C -5.0639 -0.4426 3.3848
O -5.0692 -0.0858 4.5093
O -3.9428 -0.6517 2.6829
H -3.6896 -0.7327 0.6046
H -3.7766 -2.2751 1.4972
H -6.1669 -2.1628 1.1377
H -6.1137 -0.4901 0.5876
C -1.4027 -2.5182 -2.7689
C -1.8320 -3.4350 -1.5846
O -3.0891 -2.9180 -1.1911
C -3.4888 -1.9369 -2.0298
O -4.5447 -1.3961 -2.0195
O -2.5176 -1.6767 -2.9350
H -1.0776 -3.0089 -3.6825
H -0.5984 -1.9188 -2.3275
H -1.0744 -3.3980 -0.8053
H -1.9091 -4.4705 -1.9245
C -0.5266 -0.4047 3.8798
C -1.0522 -1.8067 3.5196
O -1.7820 -2.1565 4.6827
C -1.5325 -1.3206 5.6895
O -1.9544 -1.4372 6.8063
O -0.6734 -0.3617 5.3097
H -1.0766 0.4186 3.4312
H 0.5459 -0.3468 3.7066
H -0.2771 -2.4964 3.1890
H -1.6885 -1.6233 2.6553
C 1.8771 -0.7694 -4.4583
C 3.1125 -1.2534 -3.6908
O 4.1669 -0.7660 -4.5047
C 3.7323 -0.4030 -5.7126
O 4.4673 -0.0934 -6.5981
O 2.3797 -0.4607 -5.7473
H 1.4460 0.1135 -3.9775
H 1.0611 -1.4877 -4.5309
H 3.2097 -2.3420 -3.6451
H 3.1667 -0.8665 -2.6754
O 4.5383 -2.5458 1.6650
H 3.7687 -2.1418 1.2452
H 4.4098 -2.3903 2.6067
O 1.6055 -3.5562 -0.2688
H 1.5050 -3.7009 -1.2152
H 1.7391 -2.5978 -0.1756
C 2.4299 3.3256 -1.8936
C 2.4618 3.8645 -0.4488
O 2.8966 2.8335 0.4295
H 3.4296 3.1348 -2.2674
H 1.8813 4.0519 -2.5041
H 1.7827 2.4470 -1.8951
H 1.4888 4.2683 -0.1509
H 3.1884 4.6754 -0.3711
H 2.2834 2.0909 0.3459
C -2.5103 1.5215 -3.9071
C -1.4444 2.5738 -3.6133
O -1.2666 2.7194 -2.2123
H -2.1071 0.5125 -3.8924
H -2.8304 1.6756 -4.9442
H -3.3276 1.6569 -3.2034
H -1.7785 3.5560 -3.9472
H -0.5379 2.2820 -4.1534
H -0.5527 2.1740 -1.8599
*
```

## Properties
**ΔE to the lowest compared entry with this formula, charge and spin**: 0.000 eV
**E_HOMO**: -8.12 eV
**Kohn-Sham gap**: 9.90 eV

Results of the Mulliken charge analysis, in e, for atoms 1 through 5: 1.007 -0.659 -0.192 -0.561 -0.343